Record 1
Molecular formula: C33H77NO29S9
Method: DFT, ωB97M-V/def2-TZVPD

ORCA input file:
```
! wB97M-V def2-TZVPD RIJCOSX def2/J DEFGRID3
* xyz 0 1
O -2.09 -1.90 -0.05
N -1.13 -1.64 0.66
O -0.94 -2.12 1.79
C 0.01 -0.86 0.09
C -0.18 0.06 -1.01
C 0.91 0.76 -1.43
C 2.17 0.60 -0.82
C 2.32 -0.30 0.21
C 1.25 -0.98 0.69
H -1.12 0.27 -1.39
H 0.88 1.51 -2.21
H 3.02 1.24 -1.09
H 3.33 -0.43 0.67
H 1.30 -1.76 1.45
C -7.21 -3.52 -5.10
C -6.00 -3.06 -4.23
O -6.34 -3.25 -2.85
S -5.25 -3.33 -1.71
C -5.34 -1.68 -1.23
O -5.85 -4.18 -0.74
O -4.04 -3.70 -2.38
H -6.98 -3.56 -6.16
H -8.14 -2.93 -5.00
H -7.42 -4.58 -4.82
H -5.05 -3.59 -4.48
H -5.79 -2.02 -4.35
H -6.26 -1.50 -0.71
H -5.25 -1.16 -2.17
H -4.44 -1.55 -0.58
C -0.50 -0.82 4.72
C -1.96 -0.45 4.44
O -2.04 0.41 3.28
S -3.36 0.79 2.57
C -3.82 2.24 3.49
O -2.98 1.19 1.21
O -4.30 -0.28 2.85
H -0.39 -1.47 5.58
H 0.19 0.02 4.81
H -0.18 -1.32 3.80
H -2.51 -1.39 4.28
H -2.48 0.10 5.23
H -4.93 2.18 3.55
H -3.38 3.16 3.05
H -3.38 2.01 4.49
C 0.75 -5.54 -2.49
C 1.10 -6.00 -1.09
O 0.93 -4.98 -0.07
S 1.21 -5.25 1.45
C -0.36 -5.50 2.06
O 1.97 -6.44 1.61
O 1.70 -4.02 1.96
H 1.29 -4.70 -2.84
H -0.31 -5.30 -2.62
H 0.91 -6.33 -3.21
H 0.51 -6.85 -0.79
H 2.16 -6.32 -1.07
H -0.82 -4.53 1.83
H -0.45 -5.61 3.13
H -0.79 -6.36 1.57
C 2.93 4.98 -0.37
C 2.67 4.98 -1.82
O 3.05 3.68 -2.32
S 2.80 3.28 -3.78
C 4.22 3.85 -4.60
O 2.80 1.85 -3.77
O 1.59 3.89 -4.23
H 2.56 5.97 -0.06
H 3.99 4.97 -0.10
H 2.34 4.21 0.11
H 1.57 5.03 -1.90
H 3.10 5.80 -2.42
H 4.21 4.97 -4.49
H 4.21 3.56 -5.64
H 5.08 3.41 -4.05
C -1.10 4.35 -5.65
C -1.41 3.83 -4.27
O -2.59 3.02 -4.36
S -3.18 2.29 -3.12
C -4.80 2.89 -3.18
O -3.10 0.92 -3.44
O -2.55 2.78 -1.94
H -0.65 3.59 -6.35
H -0.46 5.19 -5.50
H -1.96 4.75 -6.21
H -0.59 3.25 -3.84
H -1.60 4.65 -3.58
H -5.34 2.55 -2.25
H -5.31 2.51 -4.05
H -4.68 3.96 -3.22
C -1.54 5.50 0.24
C -1.10 4.17 0.75
O 0.09 4.24 1.52
S 0.16 3.47 2.87
C 0.51 1.88 2.19
O 1.27 3.92 3.64
O -1.09 3.43 3.54
H -2.40 5.96 0.78
H -1.91 5.37 -0.79
H -0.75 6.21 0.03
H -1.92 3.62 1.21
H -0.79 3.67 -0.19
H -0.40 1.66 1.66
H 0.64 1.15 3.01
H 1.43 1.90 1.62
C 6.36 0.16 -2.54
C 7.32 1.27 -2.05
O 6.53 2.49 -2.28
S 7.07 3.89 -1.90
C 7.05 3.90 -0.17
O 8.40 4.05 -2.39
O 6.10 4.86 -2.36
H 5.41 0.37 -2.01
H 6.62 -0.89 -2.22
H 6.28 0.19 -3.59
H 7.56 1.10 -1.02
H 8.27 1.37 -2.61
H 7.55 3.04 0.16
H 6.03 3.88 0.14
H 7.58 4.81 0.10
C 5.77 -1.97 3.75
C 6.46 -0.89 3.00
O 5.53 -0.28 2.09
S 5.39 1.26 2.11
C 4.01 1.53 3.12
O 6.50 1.89 2.73
O 5.03 1.63 0.75
H 5.14 -2.57 3.03
H 5.23 -1.48 4.57
H 6.60 -2.62 4.14
H 6.81 -0.07 3.68
H 7.34 -1.30 2.47
H 3.70 2.57 3.05
H 4.34 1.34 4.16
H 3.14 0.90 2.89
C -7.26 -6.59 3.78
C -6.01 -6.02 3.15
O -5.21 -5.26 4.08
S -3.74 -4.91 3.72
C -4.09 -3.57 2.71
O -3.04 -4.44 4.89
O -3.14 -5.98 2.98
H -7.79 -5.78 4.32
H -7.04 -7.43 4.42
H -7.91 -6.96 2.98
H -5.33 -6.79 2.82
H -6.23 -5.34 2.38
H -4.78 -3.95 1.96
H -3.21 -3.29 2.20
H -4.50 -2.72 3.30
*
```

Computed properties:
Calculated total energy = -193847.07485 eV
HOMO energy = -0.35254 hartree
Orbital gap = 9.24 eV
Strongest force on any atom = 0.0634 Eh/bohr
Structure (SMILES) = O=[N+]([O-])c1ccccc1.CCOS(C)(=O)=O.CCOS(C)(=O)=O.CCOS(C)(=O)=O.CCOS(C)(=O)=O.CCOS(C)(=O)=O.CCOS(C)(=O)=O.CCOS(C)(=O)=O.CCOS(C)(=O)=O.CCOS(C)(=O)=O

Record 2
Molecular formula: C33H78BFO9
Method: DFT, ωB97M-V/def2-TZVPD

ORCA input file:
```
! wB97M-V def2-TZVPD RIJCOSX def2/J DEFGRID3
* xyz 0 1
C 2.31 -3.30 3.73
C 3.43 -3.91 3.37
C 4.09 -3.37 2.15
O 4.57 -4.08 1.36
O 4.04 -2.01 2.02
C 3.06 -1.58 1.03
C 2.27 -0.35 1.49
C 0.92 -0.20 0.75
C -0.28 0.06 1.67
C -0.51 -1.15 2.59
C -1.67 -0.93 3.60
B -3.01 -1.59 3.08
C -3.77 -0.92 1.85
C -5.06 -1.72 1.51
C -4.86 -2.70 0.37
F -3.65 -3.36 0.50
H 2.35 -2.22 3.74
H 1.39 -3.83 3.96
H 3.86 -4.72 3.93
H 2.42 -2.39 0.70
H 3.63 -1.24 0.17
H 2.19 -0.31 2.58
H 2.88 0.51 1.22
H 0.72 -1.11 0.19
H 1.01 0.63 0.05
H -0.15 0.95 2.29
H -1.19 0.24 1.09
H 0.39 -1.26 3.18
H -0.69 -2.03 1.97
H -1.77 0.12 3.89
H -1.37 -1.47 4.50
H -3.40 -2.59 3.60
H -4.04 0.09 2.18
H -3.09 -0.84 1.00
H -5.87 -1.03 1.27
H -5.31 -2.31 2.39
H -5.64 -3.46 0.42
H -4.96 -2.22 -0.60
C -0.07 2.48 -2.35
C -1.07 2.55 -1.20
C -2.20 3.52 -1.51
O -0.40 2.97 0.00
H 0.38 3.45 -2.53
H 0.74 1.79 -2.11
H -0.55 2.14 -3.27
H -1.48 1.56 -1.00
H -1.82 4.53 -1.67
H -2.90 3.57 -0.68
H -2.74 3.21 -2.41
H -0.03 3.84 -0.16
C 4.48 -2.51 -4.12
C 4.90 -2.20 -2.69
C 6.13 -2.99 -2.29
O 3.83 -2.49 -1.80
H 4.22 -3.57 -4.22
H 3.59 -1.94 -4.39
H 5.27 -2.27 -4.82
H 5.10 -1.13 -2.60
H 5.93 -4.07 -2.33
H 6.42 -2.76 -1.26
H 6.98 -2.77 -2.94
H 3.63 -3.43 -1.86
C -1.64 8.39 -4.68
C -2.50 7.34 -3.99
C -3.06 7.85 -2.68
O -1.72 6.16 -3.76
H -0.79 8.66 -4.05
H -1.24 8.00 -5.61
H -2.22 9.29 -4.89
H -3.32 7.04 -4.65
H -2.26 8.11 -1.98
H -3.67 7.08 -2.19
H -3.68 8.74 -2.83
H -0.99 6.40 -3.17
C -2.98 -0.14 8.72
C -2.09 -0.75 7.65
C -0.73 -1.13 8.21
O -1.92 0.18 6.58
H -2.53 0.77 9.13
H -3.95 0.14 8.31
H -3.14 -0.84 9.54
H -2.57 -1.63 7.22
H -0.21 -0.26 8.60
H -0.10 -1.56 7.42
H -0.82 -1.87 9.01
H -1.49 0.97 6.93
C -7.37 -4.06 -2.87
C -8.20 -4.73 -1.77
C -9.69 -4.62 -2.06
O -7.90 -4.12 -0.51
H -7.61 -3.00 -2.94
H -6.31 -4.14 -2.64
H -7.56 -4.53 -3.84
H -7.91 -5.78 -1.69
H -10.00 -3.57 -2.11
H -10.26 -5.09 -1.26
H -9.94 -5.10 -3.01
H -8.15 -3.19 -0.57
C 1.99 1.01 -7.70
C 2.98 1.23 -6.56
C 4.18 0.29 -6.69
O 2.33 1.01 -5.31
H 1.60 -0.01 -7.68
H 1.14 1.68 -7.59
H 2.45 1.19 -8.67
H 3.32 2.26 -6.57
H 3.86 -0.75 -6.64
H 4.87 0.45 -5.87
H 4.71 0.45 -7.63
H 2.02 0.10 -5.29
C 6.23 1.36 1.67
C 6.65 1.66 3.09
C 7.88 0.86 3.49
O 5.58 1.37 3.98
H 5.97 0.31 1.56
H 5.34 1.94 1.40
H 7.02 1.60 0.96
H 6.87 2.73 3.20
H 7.67 -0.22 3.43
H 8.17 1.07 4.52
H 8.73 1.08 2.83
H 5.38 0.43 3.90
*
```

Computed properties:
Calculated total energy = -57304.15914 eV
ΔE to the lowest compared entry with this formula, charge and spin = 120.3 kJ/mol
HOMO energy = -0.33864 hartree
Orbital gap = 9.77 eV
Strongest force on any atom = 0.0655 Eh/bohr
Structure (SMILES) = C=CC(=O)OCCCCCCBCCCF.CC(C)O.CC(C)O.CC(C)O.CC(C)O.CC(C)O.CC(C)O.CC(C)O

Record 3
Molecular formula: C33H79BBrN4O4P2
Method: DFT, ωB97M-V/def2-TZVPD

ORCA input file:
```
! wB97M-V def2-TZVPD RIJCOSX def2/J DEFGRID3
* xyz 1 1
C 3.67 -0.95 -1.40
C 2.30 -0.29 -1.48
O 1.43 -0.72 -0.39
B 0.10 -0.84 -0.67
O -0.40 -2.00 -1.22
C -0.92 0.35 -0.30
N -1.83 -0.27 0.63
N -0.13 1.35 0.54
C -0.94 2.63 0.57
P 0.14 4.15 0.76
O 1.32 3.56 -0.20
Br -0.84 5.72 -0.46
C -1.97 2.45 -0.55
C -1.49 1.25 -1.41
C -0.44 1.47 -2.51
C -0.66 2.63 -3.45
C -0.51 2.32 -4.91
N -0.92 3.78 -3.00
P -3.06 0.67 -2.34
N -2.75 -0.90 -2.89
O -4.13 0.36 -1.15
H 4.44 -0.20 -1.55
H 3.78 -1.67 -2.20
H 3.84 -1.45 -0.46
H 2.40 0.79 -1.39
H 1.83 -0.54 -2.42
H -0.44 -2.69 -0.54
H -2.44 0.38 1.10
H -2.35 -1.02 0.21
H -0.03 0.95 1.48
H 0.77 1.56 0.10
H -1.43 2.62 1.54
H 2.01 4.23 -0.30
H -2.26 3.35 -1.07
H -2.88 2.13 -0.04
H 0.55 1.59 -2.06
H -0.45 0.58 -3.13
H -1.47 2.03 -5.34
H -0.19 3.22 -5.42
H 0.24 1.56 -5.10
H -1.02 4.46 -3.74
H -2.53 -1.58 -2.17
H -2.05 -0.95 -3.62
H -4.25 -0.58 -0.98
C -4.95 4.15 1.13
C -3.94 4.94 1.96
C -3.73 4.36 3.36
C -4.97 4.35 4.25
C -5.61 5.72 4.47
C -4.69 6.71 5.17
H -5.94 4.17 1.58
H -5.04 4.58 0.13
H -4.65 3.11 1.02
H -4.25 5.98 2.03
H -2.98 4.94 1.44
H -2.93 4.91 3.86
H -3.36 3.32 3.27
H -4.70 3.93 5.22
H -5.72 3.67 3.83
H -6.51 5.59 5.07
H -5.94 6.14 3.51
H -4.37 6.33 6.14
H -5.20 7.66 5.34
H -3.79 6.92 4.58
C 2.71 2.16 -3.69
C 3.79 2.33 -2.62
C 4.58 3.62 -2.78
C 5.37 3.74 -4.08
C 6.36 2.61 -4.34
C 7.46 2.52 -3.29
H 3.13 2.11 -4.69
H 2.14 1.24 -3.54
H 2.00 3.00 -3.67
H 4.46 1.47 -2.64
H 3.32 2.33 -1.63
H 5.27 3.72 -1.93
H 3.90 4.47 -2.70
H 5.90 4.70 -4.08
H 4.67 3.80 -4.92
H 6.82 2.78 -5.32
H 5.84 1.65 -4.41
H 8.02 3.46 -3.23
H 8.17 1.73 -3.53
H 7.06 2.31 -2.30
C -1.87 -2.89 2.89
C -2.62 -3.67 1.82
C -4.11 -3.82 2.10
C -4.44 -4.59 3.38
C -3.86 -6.00 3.44
C -4.38 -6.92 2.33
H -1.91 -3.39 3.86
H -0.82 -2.78 2.63
H -2.29 -1.89 3.01
H -2.16 -4.65 1.69
H -2.50 -3.15 0.85
H -4.59 -4.30 1.24
H -4.56 -2.82 2.17
H -5.53 -4.65 3.47
H -4.10 -4.03 4.25
H -4.12 -6.43 4.41
H -2.77 -5.97 3.40
H -5.47 -7.00 2.38
H -3.97 -7.92 2.44
H -4.11 -6.56 1.34
C 1.74 -5.14 1.64
C 2.79 -4.38 0.84
C 3.31 -5.15 -0.37
C 4.03 -6.46 -0.03
C 5.22 -6.31 0.91
C 6.34 -5.45 0.34
H 2.15 -6.06 2.06
H 1.38 -4.55 2.47
H 0.89 -5.41 1.01
H 3.62 -4.09 1.49
H 2.35 -3.44 0.48
H 3.99 -4.50 -0.94
H 2.48 -5.37 -1.04
H 4.37 -6.92 -0.97
H 3.32 -7.16 0.40
H 5.62 -7.31 1.12
H 4.90 -5.91 1.87
H 6.71 -5.85 -0.60
H 7.18 -5.40 1.03
H 6.01 -4.42 0.16
*
```

Computed properties:
Calculated total energy = -138947.98202 eV
HOMO energy = -0.41764 hartree
Orbital gap = 8.86 eV
Strongest force on any atom = 0.0225 Eh/bohr